Version a
An isolated molecule of C10H9NO, computed with the ωB97M-V functional and the def2-TZVPD basis.

```
21
C10H9NO the ωB97M-V functional and the def2-TZVPD basis
O 3.9652 -0.1109 0.5590
N 2.9810 -0.8051 -0.2000
C 0.7408 -1.0551 -0.3242
C -0.6831 0.8747 -0.2558
C -0.5993 -0.6065 -0.2209
C -3.0166 0.4133 0.1494
C -2.8680 -1.0421 0.1452
C -2.0071 1.2579 -0.0032
C 0.3489 1.7812 -0.1283
C -1.7071 -1.5624 -0.1488
C 1.7029 -0.1233 -0.4118
C 1.6499 1.2834 -0.1372
H -3.7368 -1.6665 0.5385
H 2.7192 -1.5273 0.5948
H 0.2477 2.9274 -0.1345
H -3.9439 0.6914 0.7830
H 4.8799 -0.2405 -0.0910
H 2.6553 1.9412 -0.3001
H 0.8996 -2.0990 -0.3665
H -2.6985 2.2774 0.0915
H -1.5297 -2.6092 -0.1393
```

Its HOMO energy is -8.00 eV. The calculation puts the HOMO-LUMO gap at 8.63 eV. As for the multiplicity: 1. Its charge is 0. The structure (SMILES) is ONc1ccc2ccccc2c1.

Version b
An isolated molecule of C10H9NO, computed with the ωB97M-V functional and the def2-TZVPD basis.

```
21
C10H9NO the ωB97M-V functional and the def2-TZVPD basis
O -0.4029 0.0809 2.4318
N 0.8158 1.2165 0.2257
C 1.4988 1.6461 -0.8123
C 0.0606 0.1361 -0.0167
C 1.5174 1.0908 -2.1930
C -0.5921 -0.4390 1.1360
C -1.1926 -1.2497 -1.4567
C 0.6089 0.9341 2.9084
C -0.0839 -0.3570 -1.3496
C -1.8683 -1.9073 -0.4669
C -1.4042 -1.5211 0.9014
C 0.7712 -0.0226 -2.4195
H -1.8033 -1.2565 -2.5391
H -1.6464 -1.9471 1.8940
H 0.6448 1.9016 2.4117
H 2.1110 2.5697 -0.6578
H 0.7303 -0.7623 -3.2951
H 1.6109 0.5020 3.0472
H 0.3867 1.0393 4.0060
H -2.5591 -2.6467 -0.4932
H 2.1438 1.5751 -2.7944
```

Its HOMO energy is -8.24 eV. The calculation puts the HOMO-LUMO gap at 8.51 eV. As for the multiplicity: 1. Its charge is 0. The structure (SMILES) is COc1cccc2cccnc12.

The structure with the greatest stability is version b.

Version a
A structure of composition C6H6N2O2, computed with the ωB97M-V functional and the def2-TZVPD basis.

```
16
C6H6N2O2 the ωB97M-V functional and the def2-TZVPD basis
O -1.1285 1.5697 -3.5326
O -2.1978 0.9807 -1.5208
N 0.4620 -0.8540 2.5079
N -0.4067 0.5704 0.8236
C 0.7122 -0.2912 -0.9675
C 1.1039 -1.2770 1.3637
C 0.5406 -0.3585 0.3806
C 0.3498 0.5432 -1.9946
C -0.3707 0.2633 2.0905
C -1.0974 1.2338 -2.3665
H 0.8426 -0.9797 3.5775
H 0.8717 0.4690 -2.8625
H -1.8722 0.5894 -0.5997
H 1.7389 -2.2554 1.6867
H 1.5567 -0.8217 -1.3087
H -1.1052 0.6180 2.7226
```

Its HOMO energy is -8.38 eV. The calculation puts the HOMO-LUMO gap at 8.47 eV. As for the multiplicity: 1. Its charge is 0.

Version b
A cluster of 2 separate species, C6H6N2O2 in total, computed with the ωB97M-V functional and the def2-TZVPD basis.

```
16
C6H6N2O2 the ωB97M-V functional and the def2-TZVPD basis
O -0.2671 -2.1374 -0.1415
O 0.6969 2.3353 -0.4670
N 0.2535 0.1593 -0.7158
N 1.8625 -1.3170 0.1017
C 2.6705 -0.2277 0.6596
C 0.5453 -1.0913 -0.2975
C 1.0002 1.1873 -0.3293
C -4.8993 0.5839 0.6017
C 2.2198 1.0044 0.6633
C -4.3450 -0.3110 0.0001
H -3.6690 -1.2229 -0.3419
H 2.5727 1.9576 1.2010
H 2.2702 -2.2578 -0.0472
H -5.6232 1.3333 0.9376
H -0.5623 0.2964 -1.4034
H 3.6119 -0.4596 1.0325
```

Its HOMO energy is -9.54 eV. The calculation puts the HOMO-LUMO gap at 10.01 eV. As for the multiplicity: 1. Its charge is 0. The structure (SMILES) is O=c1cc[nH]c(=O)[nH]1.C#C.

The structure with the greatest stability is version a.

Version a
A structure of composition C2H3CoLiO, computed with the ωB97M-V functional and the def2-TZVPD basis.

```
8
C2H3CoLiO the ωB97M-V functional and the def2-TZVPD basis
Co -2.0818 -3.4279 -3.0149
O 1.0180 2.3402 -0.6091
C 1.0284 1.5094 0.2283
C 0.9887 0.5754 1.1315
Li -1.9371 -0.6594 -1.1278
H 1.5708 -0.3255 1.0304
H -1.0378 -0.7181 0.3294
H 0.4508 0.7059 2.0322
```

Its HOMO energy (alpha / beta) is -12.20 / -11.95 eV. The expectation value of S² is 6.016. The calculation puts the HOMO-LUMO gap (alpha / beta) at 7.93 / 4.92 eV. As for the multiplicity: 5. Its charge is +1.

Version b
A structure of composition C2H3CoLiO, computed with the ωB97M-V functional and the def2-TZVPD basis.

```
8
C2H3CoLiO the ωB97M-V functional and the def2-TZVPD basis
Co 0.5473 0.1326 1.6483
O 1.6848 0.8509 0.3525
C -1.0748 -0.2382 0.5351
C 0.9621 0.4442 -0.6339
Li 0.1936 -1.4237 -0.9508
H 1.0331 1.1027 -1.5323
H -1.6716 0.2480 -0.2507
H -1.6745 -1.1166 0.8319
```

Its HOMO energy (alpha / beta) is -12.47 / -13.43 eV. The expectation value of S² is 6.037. The calculation puts the HOMO-LUMO gap (alpha / beta) at 7.41 / 7.82 eV. As for the multiplicity: 5. Its charge is +1.

The structure with the greatest stability is version b.

Version a
A cluster of 2 separate species, C4H11S in total, computed with the ωB97M-V functional and the def2-TZVPD basis.

```
16
C4H11S the ωB97M-V functional and the def2-TZVPD basis
S -1.4104 1.3588 0.7091
C -1.7759 -1.3958 0.7574
C -2.2127 -0.1380 0.0218
C 1.7157 0.0859 -0.8409
C 2.2017 1.2823 -0.0355
H 1.9539 0.2469 -1.8933
H 3.2848 1.3017 0.0988
H 1.8300 2.1744 -0.5155
H -0.6987 -1.5272 0.6503
H -2.2527 -2.3363 0.4368
H 0.6359 0.0654 -0.7150
H 1.7816 1.2441 0.9743
H -3.2947 -0.0231 0.1466
H -2.0172 -0.2424 -1.0492
H -1.9792 -1.2763 1.8162
H 2.2378 -0.8205 -0.5621
```

Its HOMO energy is -2.26 eV. The calculation puts the HOMO-LUMO gap at 6.45 eV. As for the multiplicity: 1. Its charge is -1.

Version b
A cluster of 2 separate species, C4H11S in total, computed with the ωB97M-V functional and the def2-TZVPD basis.

```
16
C4H11S the ωB97M-V functional and the def2-TZVPD basis
S -0.5617 1.5926 -2.4532
C 2.9540 -1.3558 0.9706
C -1.8328 0.6669 -1.5031
C -3.2330 1.2674 -1.3799
C 2.0115 -0.6157 1.9405
H -3.8735 0.9911 -2.2254
H -1.4576 0.5057 -0.4872
H -3.7840 0.9522 -0.4859
H -3.2212 2.3624 -1.3669
H 2.4903 -0.4567 2.9167
H 2.7750 -1.1464 -0.0776
H 1.0911 -1.1568 2.1189
H 2.7041 -2.4222 1.0951
H 1.9012 0.4217 1.6166
H 3.9861 -1.2992 1.3064
H -1.9495 -0.3071 -1.9857
```

Its HOMO energy is -2.10 eV. The calculation puts the HOMO-LUMO gap at 5.71 eV. As for the multiplicity: 1. Its charge is -1.

The structure with the greatest stability is version a.